# C5H13P

A 2-piece molecular cluster, C5H13P overall in a non-equilibrium geometry (wB97M-V/def2-TZVPD, the Open Molecules 2025 dataset).

## Properties
SMILES: C=CC.CPC
Largest force on an atom, hartree/bohr: 0.1089
Total energy, Ha: -539.57157
Gap between HOMO and LUMO, eV: 10.31
HOMO energy, eV: -9.261

Structure (ORCA input):
```
! RIJCOSX wB97M-V def2-TZVPD def2/J DEFGRID3
* xyz 0 1
C -3.202 0.822 0.396
C -2.316 0.096 2.723
C 1.223 0.361 -1.251
C 3.545 -0.869 -1.729
C -2.320 0.894 1.416
P 2.167 -0.987 -0.463
H 1.483 -2.018 -1.176
H -3.037 1.147 -0.627
H -4.101 0.310 0.548
H -1.410 -0.462 2.703
H -3.056 -0.706 2.800
H -2.303 0.786 3.574
H 0.863 0.159 -2.257
H 1.984 1.191 -1.168
H 0.428 0.765 -0.625
H 3.790 -1.813 -1.767
H 4.420 -0.255 -1.498
H 3.198 -0.682 -2.741
H -1.355 1.262 1.141
*
```

The molecule's Mulliken atomic charges, reported in e, are given here: -0.69, -0.88, -0.59, -1.10, -0.02, 0.04, 0.01, 0.26, 0.26, 0.25, 0.32, 0.25, 0.31, 0.25, 0.04, 0.42, 0.32, 0.31, 0.22